Below is an isolated ion of composition C2H4FN2O and charge +1 at a distorted geometry, with properties calculated with ωB97M-V/def2-TZVPD.

XYZ file:
```
10
Properties=species:S:1:pos:R:3
C -0.616 0.427 -1.360
C 0.455 0.146 1.439
N 0.497 0.021 -0.892
N -1.524 0.909 -1.931
O 1.181 0.387 0.232
F -0.893 0.226 1.148
H 1.057 -0.307 -1.620
H 0.500 -0.904 1.871
H 0.650 0.893 2.181
H -2.466 0.713 -2.264
```

Summary:
M ... 91.06 g/mol
HOMO-LUMO gap ... 10.878 eV
Spin multiplicity ... 1
Total charge ... +1
Relative energy (zero: lowest compared OMol25 entry of this formula, charge and spin) ... 1.3 kcal/mol
Electronic energy ... -362.8204 a.u.
E_LUMO ... -5.15 eV